# 1
DFT (ωB97M-V with the def2-TZVPD basis set) results for C39H44Br2HfN7OP2SbSe2 as an isolated structure at a distorted geometry.

Properties
Net charge: +2
HOMO-LUMO gap: 7.48 eV
Relative energy (zero: lowest compared OMol25 entry of this formula, charge and spin): 0.2596 eV
HOMO level: -12.58 eV

Each line ends with the Löwdin charge.
Positions of all 99 atoms, in Å:
Hf  -0.1129  0.3775  0.0942  1.150
C  -3.9257  1.9801  -3.9672  -0.007
N  -2.8303  2.1243  -3.0184  -0.105
C  -2.4041  3.2995  -2.4719  0.001
C  -1.3821  2.9842  -1.6246  -0.098
N  -1.1799  1.6325  -1.6467  -0.031
C  -2.0709  1.1320  -2.4997  -0.445
P  -2.0689  -0.5625  -3.1748  1.209
C  -0.2520  -0.7134  -3.2112  -0.447
N  0.5729  -0.3445  -2.2377  -0.071
C  1.8338  -0.6442  -2.6777  -0.186
C  1.7632  -1.1864  -3.9274  -0.010
N  0.4399  -1.2250  -4.2552  -0.108
C  -0.0971  -1.7255  -5.5128  -0.005
C  -2.2688  -1.5285  -1.6348  -0.448
N  -1.5848  -1.3417  -0.5074  -0.104
C  -1.9636  -2.3453  0.3465  -0.146
C  -2.8821  -3.1371  -0.2727  -0.015
N  -3.0645  -2.6159  -1.5239  -0.108
C  -3.9458  -3.1857  -2.5329  -0.002
H  -4.3187  2.9640  -4.2040  0.102
H  -4.7252  1.3779  -3.5389  0.099
H  -3.5827  1.5139  -4.8889  0.090
H  -2.8423  4.2513  -2.7188  0.140
H  -0.7705  3.6452  -1.0348  0.113
H  2.7115  -0.4688  -2.0788  0.047
H  2.5335  -1.5404  -4.5909  0.139
H  0.6991  -2.2283  -6.0533  0.102
H  -0.4744  -0.9092  -6.1268  0.101
H  -0.8993  -2.4383  -5.3348  0.088
H  -1.5705  -2.4346  1.3446  0.074
H  -3.3966  -4.0205  0.0650  0.142
H  -4.9297  -3.3669  -2.1062  0.106
H  -3.5449  -4.1304  -2.8970  0.107
H  -4.0460  -2.4969  -3.3668  0.064
Br  0.6364  5.1169  1.8028  0.902
C  -1.0041  4.1905  1.8625  -0.565
C  -2.1222  4.8758  2.3588  -0.148
C  -3.3544  4.2900  2.3448  -0.605
Br  -4.8375  5.2582  3.0142  0.839
C  -3.5210  2.9908  1.8106  -0.169
C  -4.7615  2.3344  1.7041  0.001
C  -4.8192  1.0969  1.1229  -0.014
C  -3.6370  0.5033  0.6705  -0.103
N  -2.4511  1.0649  0.7663  0.021
C  -2.3760  2.3074  1.3282  -0.171
C  -1.0874  2.9058  1.3642  -0.424
O  -0.0440  2.2336  0.8796  -0.466
H  -2.0006  5.8791  2.7421  0.106
H  -5.6564  2.8126  2.0778  0.091
H  -5.7558  0.5683  1.0194  0.118
H  -3.6845  -0.4837  0.2271  0.095
Se  -0.2538  -0.2067  2.7745  0.425
P  1.2971  -1.7177  2.4321  0.265
Se  1.5266  -1.8950  0.2711  0.395
C  0.9689  -3.3305  3.2035  -0.393
C  1.1108  -4.5014  2.4692  -0.107
C  1.0443  -5.7264  3.1181  -0.062
C  0.8407  -5.7749  4.4884  -0.056
C  0.6770  -4.6020  5.2155  -0.055
C  0.7397  -3.3756  4.5779  -0.085
C  2.8676  -1.2823  3.2365  -0.406
C  4.0572  -1.7369  2.6805  -0.107
C  5.2447  -1.5747  3.3790  -0.059
C  5.2388  -0.9693  4.6272  -0.052
C  4.0476  -0.5216  5.1828  -0.059
C  2.8578  -0.6780  4.4914  -0.123
H  1.2790  -4.4530  1.4004  0.059
H  1.1586  -6.6415  2.5524  0.113
H  0.8082  -6.7300  4.9954  0.115
H  0.5095  -4.6440  6.2835  0.116
H  0.6001  -2.4603  5.1402  0.103
H  4.0529  -2.2247  1.7145  0.076
H  6.1701  -1.9310  2.9456  0.115
H  6.1658  -0.8504  5.1724  0.115
H  4.0464  -0.0462  6.1548  0.117
H  1.9239  -0.3266  4.9142  0.091
C  5.1141  -0.0303  -0.4354  -0.187
C  4.4982  1.2052  -1.0827  -0.416
Sb  2.6147  1.8154  -0.1886  1.434
C  3.4908  2.9122  1.4690  -0.388
C  2.9789  2.5264  2.8488  -0.190
C  2.3796  3.5304  -1.4846  -0.406
C  2.0091  3.1640  -2.9198  -0.182
H  6.0425  -0.3055  -0.9393  0.080
H  4.4404  -0.8881  -0.4803  0.026
H  5.3487  0.1562  0.6133  0.061
H  4.3343  1.0458  -2.1506  0.039
H  5.1584  2.0670  -0.9799  0.062
H  3.2732  3.9564  1.2531  0.016
H  4.5684  2.7643  1.3945  0.058
H  1.8892  2.5429  2.8894  0.030
H  3.3493  3.2308  3.5969  0.084
H  3.3173  1.5338  3.1285  0.043
H  3.3405  4.0461  -1.4534  0.063
H  1.6354  4.1863  -1.0312  0.017
H  2.7655  2.5179  -3.3693  0.059
H  1.9413  4.0634  -3.5346  0.077
H  1.0470  2.6501  -2.9689  0.035

# 2
DFT (ωB97M-V with the def2-TZVPD basis set) results for a 2-piece molecular cluster, C5H11FNO8PS overall at a distorted geometry.

Properties
Net charge: -2
HOMO-LUMO gap: 4.06 eV
HOMO level: 0.19 eV

Each line ends with the Löwdin charge.
Positions of all 28 atoms, in Å:
C  1.1714  -0.4806  0.9651  -0.022
C  0.8919  0.3608  -0.2516  -0.363
C  0.8564  -0.3296  -1.5718  -0.026
N  0.6827  1.6305  -0.2003  0.121
O  -0.1250  1.9509  1.0445  -0.236
P  -1.6487  2.2002  0.7672  0.330
O  -2.1279  1.9516  -0.5939  -0.244
O  -1.9391  3.7058  1.2353  -0.107
O  -2.4664  1.4085  1.8945  -0.100
C  -2.2947  0.0136  1.8741  -0.449
C  -3.5032  -0.7059  1.3271  -0.003
F  -2.1038  -0.3654  3.1940  0.010
H  0.8846  -1.5115  0.7669  0.084
H  0.5948  -0.1541  1.8321  0.055
H  2.2346  -0.4293  1.1925  0.102
H  0.8912  -1.4021  -1.4227  0.078
H  -0.1036  -0.0800  -2.0325  0.083
H  1.6825  -0.0112  -2.2141  0.089
H  -1.6615  4.2542  0.4877  0.084
H  -1.3982  -0.3009  1.3398  0.122
H  -3.4558  -1.7320  1.6931  0.084
H  -3.3968  -0.7673  0.2443  0.089
H  -4.4350  -0.2271  1.6155  0.085
O  3.7239  -1.6048  -1.2165  -0.510
S  4.1660  -1.8000  -2.6434  0.161
O  4.8117  -3.1313  -2.7918  -0.503
O  5.1185  -0.7200  -3.0188  -0.504
O  2.9498  -1.7229  -3.5163  -0.508

# 3
DFT (ωB97M-V with the def2-TZVPD basis set) results for a 16-piece molecular cluster, C60H159N7O32 overall at a distorted geometry.

Properties
Net charge: 0
HOMO-LUMO gap: 8.73 eV
HOMO level: -8.56 eV

Each line ends with the Löwdin charge.
Positions of all 258 atoms, in Å:
C  -4.0127  0.6436  6.0930  -0.265
C  -3.2418  1.4895  7.1019  -0.165
O  -3.3499  2.8858  6.5674  -0.088
O  -3.3467  0.5357  4.8743  -0.116
H  -5.0158  1.0905  5.9024  0.119
H  -4.2607  -0.4167  6.5080  0.135
H  -2.1912  1.2095  7.1548  0.108
H  -3.6547  1.4958  8.1502  0.129
H  -2.5904  3.3761  6.8239  0.047
H  -3.7004  1.0962  4.1346  0.067
C  2.2973  -5.8445  -0.4984  -0.149
C  2.1336  -4.4213  -1.0003  -0.216
O  0.8791  -3.8941  -0.5694  -0.096
O  1.1967  -6.7336  -0.9608  -0.098
H  2.2429  -5.9318  0.5847  0.116
H  3.2699  -6.2389  -0.8585  0.128
H  2.2055  -4.2972  -2.0942  0.107
H  2.9040  -3.8365  -0.5718  0.086
H  0.1565  -4.4074  -0.9927  0.082
H  0.5216  -6.7967  -0.2818  0.062
C  1.5383  -3.6239  -5.0877  -0.245
C  1.1482  -2.4675  -4.1399  -0.172
O  2.3292  -1.8699  -3.4928  -0.121
O  0.3438  -4.1867  -5.6264  -0.095
H  2.0893  -4.3995  -4.5127  0.105
H  2.1956  -3.3047  -5.9031  0.118
H  0.4547  -2.9258  -3.4317  0.105
H  0.6724  -1.6964  -4.7215  0.110
H  2.0346  -1.5000  -2.6515  0.040
H  0.2388  -4.9631  -5.0228  0.030
C  -3.4280  3.3771  -1.8037  -0.231
C  -2.2574  3.6086  -2.8447  -0.227
O  -2.8222  3.1660  -4.0463  -0.086
O  -3.7535  2.0085  -1.6886  -0.087
H  -4.2767  4.0088  -2.1233  0.121
H  -3.1413  3.7266  -0.8066  0.093
H  -1.4529  2.9579  -2.4660  0.103
H  -1.9461  4.6786  -3.0181  0.134
H  -2.2717  2.5924  -4.6165  0.109
H  -3.9437  1.7204  -2.5923  0.084
C  6.0206  -2.7610  -3.0513  -0.168
C  5.5613  -2.3233  -4.4363  -0.230
O  4.8812  -1.0593  -4.4865  -0.093
O  4.8106  -2.8668  -2.1563  -0.136
H  6.5821  -1.9884  -2.5539  0.099
H  6.5628  -3.6727  -2.8522  0.106
H  4.8947  -3.1397  -4.8410  0.119
H  6.4213  -2.2464  -5.2324  0.151
H  4.0020  -1.1610  -4.0934  0.044
H  4.0598  -2.9092  -2.8147  0.045
C  -6.2843  -0.9237  -2.1891  -0.232
C  -5.9775  -1.2589  -0.7828  -0.250
O  -5.8082  -2.6653  -0.6592  -0.093
O  -7.3638  -1.7362  -2.6388  -0.066
H  -5.4493  -1.1164  -2.8352  0.113
H  -6.6244  0.0596  -2.3621  0.105
H  -6.8749  -1.0686  -0.1818  0.085
H  -5.1086  -0.7070  -0.3732  0.107
H  -6.1210  -2.9712  0.2222  0.036
H  -7.3465  -2.5977  -2.2221  0.060
C  -1.2690  -5.1578  1.6408  -0.229
C  -1.0863  -4.7842  3.0986  -0.213
O  -0.0344  -5.6677  3.5989  -0.082
O  -1.5016  -6.5844  1.6599  -0.091
H  -0.3464  -4.7742  1.1572  0.101
H  -2.1682  -4.7479  1.1676  0.112
H  -2.0182  -5.1293  3.5441  0.096
H  -0.8482  -3.7420  3.3398  0.117
H  0.6305  -5.1709  4.0932  0.067
H  -0.8730  -7.0344  2.2699  0.096
C  -0.3965  0.3273  3.6855  -0.237
C  0.8755  1.0454  4.0804  -0.246
O  1.7280  0.1522  4.7510  -0.094
O  -0.7696  -0.4522  4.8072  -0.088
H  -0.2944  -0.4416  2.8614  0.120
H  -1.1347  1.1260  3.4841  0.109
H  0.6745  1.8595  4.7735  0.123
H  1.4134  1.2693  3.1474  0.113
H  1.1644  -0.4707  5.2815  0.092
H  -1.5914  -0.1797  5.2147  0.044
C  2.1026  -2.9815  3.2391  -0.243
C  3.3380  -2.8027  2.3737  -0.196
O  4.0735  -4.0455  2.2434  -0.057
O  2.4109  -3.4405  4.5301  -0.038
H  1.4321  -3.6884  2.6888  0.119
H  1.5877  -2.0781  3.2611  0.079
H  4.0185  -2.0127  2.7472  0.130
H  3.1286  -2.5234  1.3766  0.080
H  4.1318  -4.3612  3.1351  0.058
H  2.6746  -2.6796  5.0584  0.097
C  5.2579  10.1791  0.2847  -0.156
O  4.7817  9.0637  -0.3479  -0.183
C  5.2877  7.8558  0.0838  -0.248
C  4.3932  6.7207  -0.4879  -0.179
N  4.6608  5.4942  0.2694  -0.039
C  4.6049  4.2973  -0.5212  -0.229
C  3.3218  3.7230  -1.0581  -0.190
O  2.8602  4.5782  -2.1359  -0.175
C  1.5519  4.2611  -2.4565  -0.148
H  6.3542  10.4244  0.1467  0.107
H  4.9668  10.1894  1.3707  0.096
H  4.6758  11.0148  -0.0511  0.072
H  5.3816  7.7747  1.2263  0.133
H  6.2899  7.6967  -0.2718  0.110
H  4.6535  6.6253  -1.5679  0.132
H  3.3476  7.0497  -0.4363  0.117
H  4.0223  5.4623  1.0344  0.062
H  4.8803  3.5374  0.2093  0.097
H  5.3612  4.2918  -1.3604  0.143
H  2.5718  3.7450  -0.1783  0.144
H  3.4098  2.7002  -1.4042  0.094
H  1.3315  3.2277  -2.3844  0.056
H  1.3931  4.8076  -3.3818  0.099
H  0.7917  4.6949  -1.7915  0.075
C  -10.7215  -2.0071  1.5800  -0.092
O  -9.3552  -2.4152  1.5718  -0.202
C  -9.0263  -3.3080  0.5257  -0.208
C  -8.0329  -4.3074  1.0331  -0.209
N  -6.9282  -3.7360  1.7106  -0.090
C  -5.9325  -4.7362  2.1141  -0.178
C  -4.9300  -4.0513  3.0001  -0.232
O  -5.4893  -3.8323  4.2878  -0.164
C  -4.5895  -2.9804  5.0108  -0.092
H  -11.3152  -2.8883  1.4925  0.073
H  -10.9739  -1.2541  0.7908  0.095
H  -10.9706  -1.4847  2.5147  0.094
H  -8.7268  -2.6648  -0.2909  0.107
H  -9.8877  -3.8091  0.1501  0.112
H  -7.5949  -4.8554  0.2490  0.118
H  -8.5863  -4.9305  1.6850  0.117
H  -7.2039  -3.2273  2.5717  0.143
H  -5.4456  -5.0456  1.1690  0.132
H  -6.4118  -5.5578  2.6495  0.130
H  -4.6581  -3.0642  2.4996  0.138
H  -4.0985  -4.7393  3.1084  0.105
H  -4.4028  -2.0748  4.4131  0.078
H  -3.5983  -3.3681  5.1733  0.081
H  -5.0259  -2.6920  5.9423  0.074
C  -8.5466  0.7311  0.5764  -0.097
O  -7.9264  1.1744  1.7625  -0.191
C  -6.4496  1.2708  1.7658  -0.147
C  -6.1367  2.0493  3.0374  -0.146
N  -4.6869  2.4380  3.1340  -0.081
C  -4.1406  3.2243  2.0040  -0.199
C  -2.8601  3.8921  2.4445  -0.217
O  -1.9696  4.3017  1.3991  -0.180
C  -0.6978  3.6759  1.4856  -0.098
H  -8.0163  1.1096  -0.2833  0.084
H  -9.5502  1.0696  0.6207  0.083
H  -8.4132  -0.3488  0.5904  0.057
H  -6.0619  1.8631  0.9264  0.113
H  -6.0277  0.2696  1.7317  0.114
H  -6.2998  1.5821  3.9361  0.080
H  -6.6507  3.0008  3.0381  0.121
H  -4.4956  2.9423  4.0117  0.108
H  -4.7978  4.0480  1.7409  0.119
H  -3.9795  2.5762  1.0856  0.126
H  -2.3237  3.2400  3.1258  0.100
H  -3.1968  4.7598  3.0719  0.137
H  -0.1215  4.2189  0.7126  0.089
H  -0.6668  2.6230  1.3109  0.054
H  -0.1343  3.9160  2.3948  0.071
C  4.1139  -8.8961  -4.4464  -0.131
O  2.7202  -9.0245  -4.4959  -0.178
C  2.1397  -7.7467  -4.2372  -0.223
C  0.6185  -7.8114  -4.2880  -0.176
N  0.0151  -6.5363  -3.8647  -0.062
C  -1.4523  -6.3947  -4.1636  -0.183
C  -2.1731  -5.3220  -3.3229  -0.200
O  -2.0022  -5.5366  -1.9309  -0.227
C  -2.8097  -6.5501  -1.3860  -0.108
H  4.4965  -8.4080  -5.3910  0.102
H  4.5428  -9.8905  -4.4503  0.083
H  4.4189  -8.3015  -3.5948  0.079
H  2.5786  -6.9948  -4.9465  0.134
H  2.3721  -7.4342  -3.2297  0.098
H  0.3430  -8.5547  -3.5540  0.120
H  0.2409  -8.0500  -5.2838  0.127
H  0.2031  -6.4965  -2.8677  0.072
H  -2.0287  -7.3333  -4.2185  0.115
H  -1.4896  -6.0327  -5.2313  0.124
H  -3.2673  -5.4043  -3.5488  0.124
H  -1.8140  -4.2969  -3.5459  0.124
H  -2.2994  -7.5777  -1.3645  0.113
H  -3.7718  -6.5508  -2.0042  0.104
H  -3.0335  -6.2883  -0.3307  0.065
C  2.3063  1.4114  -4.9341  -0.099
O  3.4138  1.6353  -4.0778  -0.192
C  4.5481  1.9128  -4.8419  -0.250
C  5.7987  1.8930  -3.9608  -0.212
N  6.8638  2.7394  -4.4811  -0.050
C  7.4908  2.1923  -5.7510  -0.148
C  7.1359  3.0495  -7.0112  -0.221
O  7.9613  2.5715  -8.0626  -0.193
C  7.4737  3.0628  -9.2673  -0.139
H  1.4832  1.1719  -4.3019  0.067
H  2.5474  0.6385  -5.7037  0.105
H  2.0565  2.2849  -5.4957  0.075
H  4.4614  2.9630  -5.2710  0.146
H  4.7165  1.2074  -5.6279  0.095
H  6.1940  0.8809  -3.9465  0.092
H  5.4825  2.0298  -2.9550  0.098
H  7.5606  2.7159  -3.7720  0.083
H  7.1467  1.1152  -5.9349  0.135
H  8.5753  2.2157  -5.6755  0.109
H  7.2996  4.0531  -6.7868  0.104
H  6.1323  2.7884  -7.1721  0.088
H  7.4607  4.1969  -9.1619  0.104
H  6.3796  2.6821  -9.4331  0.119
H  8.1043  2.7790  -10.0623  0.062
C  3.6322  3.6359  3.2166  -0.114
O  2.6396  4.5205  2.8800  -0.189
C  2.7229  5.7723  3.4485  -0.280
C  1.4419  6.4993  3.2153  -0.222
N  0.3880  5.9638  4.0523  -0.059
C  0.5941  6.0454  5.5186  -0.204
C  1.0363  7.3463  6.0780  -0.292
O  2.3495  7.7042  5.8334  -0.197
C  2.5292  9.0426  6.3271  -0.075
H  3.8088  3.4481  4.2768  0.095
H  4.5553  4.0051  2.7191  0.100
H  3.2466  2.6781  2.8893  0.075
H  3.5947  6.3895  3.0530  0.139
H  3.0485  5.7949  4.4686  0.099
H  1.2405  6.4535  2.1349  0.123
H  1.6445  7.6147  3.3638  0.132
H  -0.4290  6.6154  3.8874  0.130
H  1.3062  5.2151  5.7438  0.130
H  -0.3778  5.6951  5.8608  0.113
H  0.8295  7.3212  7.1567  0.124
H  0.3511  8.1499  5.6734  0.140
H  1.9388  9.3090  7.2211  0.096
H  2.1807  9.5848  5.4204  0.099
H  3.5662  9.2880  6.4057  0.077
C  5.1766  0.4501  0.7912  -0.120
O  3.7861  0.5574  0.7229  -0.200
C  3.1322  -0.0748  -0.3790  -0.217
C  1.6682  0.0241  -0.0869  -0.197
N  0.9641  -0.7670  -1.0830  -0.056
C  -0.3213  -0.1829  -1.5139  -0.165
C  -1.2620  -0.0263  -0.3548  -0.190
O  -1.4324  -1.3422  0.1980  -0.172
C  -2.3594  -1.4145  1.1886  -0.135
H  5.5363  0.7658  1.7350  0.073
H  5.6433  1.0616  0.0085  0.076
H  5.6109  -0.5443  0.4898  0.103
H  3.5285  -1.1197  -0.4942  0.121
H  3.2599  0.3946  -1.3686  0.117
H  1.2634  1.1047  -0.1839  0.145
H  1.5634  -0.2954  0.9430  0.109
H  0.8077  -1.7248  -0.7379  0.094
H  -0.7198  -0.7725  -2.3620  0.129
H  -0.0509  0.8305  -1.8198  0.100
H  -2.3033  0.3263  -0.6284  0.126
H  -0.9770  0.6874  0.3750  0.080
H  -2.2482  -0.6642  1.9646  0.071
H  -2.1661  -2.3324  1.7561  0.080
H  -3.3741  -1.4328  0.7732  0.080